a.
The following is a DFT calculation (ωB97M-V/def2-TZVPD) of one molecule with the formula C2H2Cl2O2S.

The geometry in ORCA input format:
```
! wB97M-V def2-TZVPD RIJCOSX def2/J DEFGRID3
* xyz 0 1
O -2.780 -0.039 0.673
S -1.546 0.128 -0.027
O -1.525 0.150 -1.460
C -0.123 -0.223 0.719
C 1.096 -0.047 -0.317
Cl 1.945 1.485 0.104
Cl 2.197 -1.401 -0.123
H -0.003 -0.077 1.767
H 0.738 0.026 -1.337
*
```

**SMILES string**: O=S(=O)=CC(Cl)Cl
**Molar mass**: 161.01 g/mol
**Kohn-Sham gap**: 9.3 eV
**HOMO energy**: -10.32 eV

Atomic partial charges in e from the natural (NBO) method, atoms 1 to 8:
1. O -0.836
2. S 2.084
3. O -0.862
4. C -0.658
5. C -0.249
6. Cl -0.027
7. Cl 0.021
8. H 0.269


b.
The following is a DFT calculation (ωB97M-V/def2-TZVPD) of a 2-piece molecular cluster, C2H2Cl2O2S overall.

The geometry in ORCA input format:
```
! wB97M-V def2-TZVPD RIJCOSX def2/J DEFGRID3
* xyz 0 1
C 0.065 0.310 0.377
C -0.942 -0.458 0.178
O 3.067 0.589 -1.988
O 3.035 -1.689 -1.031
S 2.777 -0.256 -0.841
Cl -2.599 -0.450 0.444
Cl 4.053 0.365 0.718
H 0.617 0.975 0.974
H -0.738 -1.181 -0.537
*
```

**Molar mass**: 161.01 g/mol
**Kohn-Sham gap (alpha / beta)**: 9.1 / 6.4 eV
**HOMO energy (alpha / beta)**: -10.68 / -9.89 eV

Atomic partial charges in e from the natural (NBO) method, atoms 1 to 8:
1. C -0.054
2. C -0.358
3. O -0.823
4. O -0.824
5. S 1.759
6. Cl 0.074
7. Cl -0.226
8. H 0.214


Which structure is the most stable? The one labeled a.


a.
The following is a DFT calculation (ωB97M-V/def2-TZVPD) of a 2-piece molecular cluster, C12H18NO2 overall.

The geometry in ORCA input format:
```
! wB97M-V def2-TZVPD RIJCOSX def2/J DEFGRID3
* xyz 1 1
C -0.549 -1.776 0.210
C 0.508 -1.509 -0.654
C 0.024 0.915 -0.996
C -0.151 1.266 0.300
C -1.528 -0.798 0.727
C -0.934 -0.369 2.030
C 0.631 -0.255 -1.412
C 0.241 0.601 1.663
C 1.638 -0.024 -2.500
C 1.575 -0.094 1.692
C 0.499 1.701 2.694
C -2.828 -0.706 -3.381
N -1.399 -0.327 -3.104
O -2.601 -0.437 0.347
O -0.908 0.469 -3.814
H -0.611 -2.738 0.645
H 1.321 -2.268 -0.816
H 0.001 1.688 -1.760
H -0.663 2.291 0.440
H -1.743 0.176 2.644
H -0.589 -1.235 2.522
H 1.077 0.110 -3.367
H 2.358 -0.846 -2.452
H 2.165 0.800 -2.106
H 1.652 -0.971 1.069
H 1.856 -0.369 2.712
H 2.366 0.626 1.362
H -0.315 2.544 2.503
H 1.543 2.163 2.568
H 0.411 1.396 3.812
H -3.210 -0.185 -4.280
H -3.341 -0.681 -2.356
H -2.832 -1.793 -3.534
*
```

**Molar mass**: 208.28 g/mol
**Kohn-Sham gap**: 6.8 eV
**HOMO energy**: -12.71 eV

Atomic partial charges in e from the natural (NBO) method, atoms 1 to 8:
1. C -0.087
2. C -0.324
3. C -0.386
4. C 0.043
5. C 0.549
6. C -0.504
7. C 0.426
8. C -0.111


b.
The following is a DFT calculation (ωB97M-V/def2-TZVPD) of C12H18NO2 as an isolated structure.

The geometry in ORCA input format:
```
! wB97M-V def2-TZVPD RIJCOSX def2/J DEFGRID3
* xyz 1 1
C -2.727 1.796 -0.683
C -2.143 1.068 -1.690
C -2.050 2.168 0.335
C -0.837 0.609 -1.519
C -0.639 1.813 0.642
C -0.128 0.779 -0.315
C -0.419 -2.926 -0.103
C -0.771 -1.345 0.933
C 2.918 -0.002 -1.522
C 1.607 0.164 1.405
C 1.751 -0.798 -0.865
C 1.029 0.082 0.063
N -1.404 -0.673 1.852
O 0.092 -2.336 1.087
O -1.260 -1.826 -0.268
H -3.818 2.010 -0.605
H -2.638 0.811 -2.609
H -2.483 2.700 1.133
H -0.158 0.376 -2.262
H -0.062 2.799 0.523
H 0.516 -3.146 -0.749
H -0.882 -3.830 0.190
H 3.834 -0.046 -0.855
H 2.480 1.025 -1.607
H 3.185 -0.348 -2.521
H 1.165 0.826 2.160
H 2.639 0.633 1.471
H 1.927 -0.693 1.923
H 1.036 -1.229 -1.471
H 2.024 -1.688 -0.271
H -0.641 1.739 1.679
H -1.044 -0.550 2.853
H -2.097 0.038 1.666
*
```

**Molar mass**: 208.28 g/mol
**Kohn-Sham gap (alpha / beta)**: 7.5 / 7.5 eV
**HOMO energy (alpha / beta)**: -11.19 / -11.19 eV

Atomic partial charges in e from the natural (NBO) method, atoms 1 to 8:
1. C -0.260
2. C -0.137
3. C -0.130
4. C -0.235
5. C -0.523
6. C -0.027
7. C 0.237
8. C 0.937


Which structure is the most stable? The one labeled b.


a.
The following is a DFT calculation (ωB97M-V/def2-TZVPD) of one molecule with the formula C24H31N3O3.

The geometry in ORCA input format:
```
! wB97M-V def2-TZVPD RIJCOSX def2/J DEFGRID3
* xyz 0 1
C 1.644 2.091 3.856
C 2.050 2.391 2.410
C 0.823 2.391 1.496
C 3.096 1.402 1.955
C 2.774 0.092 1.658
C 3.727 -0.836 1.249
C 3.374 -2.233 0.901
O 4.065 -3.181 1.277
N 2.270 -2.428 0.155
C 1.721 -3.765 -0.037
C 0.362 -3.478 -0.599
C -0.746 -4.290 -0.727
C -1.913 -3.747 -1.250
C -1.974 -2.421 -1.658
C -3.240 -1.832 -2.225
N -3.279 -0.399 -2.013
C -4.223 0.301 -2.859
C -4.011 1.802 -2.691
N -4.229 2.185 -1.309
C -4.105 3.613 -1.124
C -3.318 1.453 -0.450
C -3.529 -0.046 -0.629
C -0.843 -1.616 -1.549
C 0.304 -2.149 -1.008
C 1.616 -1.480 -0.734
C 5.080 -0.468 1.252
O 6.059 -1.355 0.996
C 5.415 0.855 1.518
C 4.441 1.784 1.848
O 4.774 3.078 2.106
H 2.513 2.135 4.508
H 1.209 1.097 3.932
H 0.912 2.817 4.202
H 2.503 3.386 2.379
H 0.270 1.458 1.577
H 1.120 2.532 0.459
H 0.153 3.202 1.775
H 1.754 -0.237 1.785
H 2.332 -4.350 -0.739
H 1.707 -4.297 0.917
H -0.716 -5.322 -0.413
H -2.793 -4.367 -1.335
H -3.253 -2.012 -3.306
H -4.119 -2.346 -1.794
H -4.042 0.024 -3.900
H -5.268 0.053 -2.603
H -4.723 2.345 -3.318
H -2.988 2.056 -3.022
H -4.830 4.119 -1.760
H -4.320 3.858 -0.085
H -3.098 3.988 -1.372
H -3.519 1.731 0.588
H -2.264 1.697 -0.679
H -2.834 -0.595 0.009
H -4.561 -0.303 -0.331
H -0.892 -0.588 -1.870
H 2.199 -1.374 -1.663
H 1.509 -0.491 -0.294
H 5.666 -2.251 1.040
H 6.457 1.137 1.486
H 5.728 3.187 2.010
*
```

**SMILES string**: CC(C)c1cc(C(=O)N2Cc3ccc(CN4CCN(C)CC4)cc3C2)c(O)cc1O
**Molar mass**: 409.53 g/mol
**Kohn-Sham gap**: 8.9 eV
**HOMO energy**: -8.25 eV

Atomic partial charges in e from the natural (NBO) method, atoms 1 to 8:
1. C -0.592
2. C -0.240
3. C -0.599
4. C -0.128
5. C -0.095
6. C -0.270
7. C 0.682
8. O -0.662


b.
The following is a DFT calculation (ωB97M-V/def2-TZVPD) of one molecule with the formula C24H31N3O3.

The geometry in ORCA input format:
```
! wB97M-V def2-TZVPD RIJCOSX def2/J DEFGRID3
* xyz 0 1
C 4.397 -6.921 -1.296
O 4.419 -6.450 0.031
C 3.437 -5.596 0.429
C 3.486 -5.186 1.763
C 2.526 -4.332 2.263
C 1.511 -3.854 1.450
C 1.463 -4.244 0.117
C 0.395 -3.800 -0.830
O 0.047 -4.483 -1.777
N -0.134 -2.586 -0.567
C -1.199 -1.991 -1.346
C -2.398 -1.673 -0.451
C -3.491 -0.990 -1.280
N -3.049 0.196 -1.979
C -3.116 1.468 -1.307
C -2.018 1.869 -0.300
O -1.543 1.123 0.531
N -1.659 3.172 -0.420
C -0.804 3.881 0.462
C -1.317 5.002 1.122
C -2.745 5.415 0.916
C -0.491 5.718 1.970
C 0.830 5.344 2.181
C 1.695 6.122 3.125
C 1.317 4.235 1.509
C 0.525 3.497 0.639
C 1.101 2.326 -0.091
C -1.878 -0.058 -2.789
C -0.717 -0.707 -2.025
C 2.419 -5.123 -0.386
H 3.475 -7.469 -1.512
H 4.508 -6.102 -2.013
H 5.248 -7.595 -1.382
H 4.282 -5.562 2.388
H 2.565 -4.035 3.301
H 0.752 -3.211 1.869
H 0.219 -2.039 0.201
H -1.475 -2.734 -2.102
H -2.790 -2.590 -0.009
H -2.078 -1.002 0.347
H -4.336 -0.726 -0.641
H -3.847 -1.691 -2.044
H -3.166 2.237 -2.088
H -4.060 1.495 -0.752
H -2.222 3.756 -1.024
H -2.902 5.784 -0.099
H -3.013 6.209 1.608
H -3.417 4.572 1.079
H -0.885 6.584 2.485
H 1.424 5.892 4.155
H 1.562 7.192 2.976
H 2.744 5.874 2.985
H 2.346 3.937 1.654
H 2.187 2.342 -0.049
H 0.748 1.402 0.366
H 0.785 2.327 -1.133
H -1.553 0.883 -3.241
H -2.186 -0.733 -3.596
H 0.098 -0.931 -2.715
H -0.347 -0.024 -1.261
H 2.325 -5.417 -1.419
*
```

**SMILES string**: COc1cccc(C(=O)NC2CCN(CC(=O)Nc3c(C)cc(C)cc3C)CC2)c1
**Molar mass**: 409.53 g/mol
**Kohn-Sham gap**: 8.8 eV
**HOMO energy**: -8.29 eV

Atomic partial charges in e from the natural (NBO) method, atoms 1 to 8:
1. C -0.253
2. O -0.493
3. C 0.310
4. C -0.247
5. C -0.190
6. C -0.258
7. C -0.036
8. C 0.645


c.
The following is a DFT calculation (ωB97M-V/def2-TZVPD) of C24H31N3O3 as an isolated structure.

The geometry in ORCA input format:
```
! wB97M-V def2-TZVPD RIJCOSX def2/J DEFGRID3
* xyz 0 1
C 0.208 -2.330 4.983
C -0.424 -2.323 3.576
C -1.638 -3.264 3.501
C -0.788 -0.875 3.138
C -0.858 -0.564 1.627
O -1.182 0.598 1.255
N -0.580 -1.618 0.774
C 0.140 -2.803 1.201
O 0.364 -3.678 0.403
C 0.663 -2.781 2.617
H 1.054 -1.620 5.012
H -0.517 -2.037 5.757
H 0.619 -3.327 5.225
H -2.130 -3.196 2.513
H -1.299 -4.304 3.670
H -2.363 -2.964 4.278
H -1.743 -0.615 3.607
H -0.028 -0.233 3.616
H 1.546 -2.118 2.718
H 0.985 -3.804 2.859
C -1.466 2.768 -1.616
N -0.042 2.977 -1.795
C 0.974 2.096 -1.551
C 0.633 0.793 -0.936
C -0.518 0.080 -1.391
C -1.049 -0.961 -0.624
C -2.463 -1.252 -0.917
C -3.228 -1.994 -0.011
C -4.612 -2.223 -0.272
C -5.238 -1.778 -1.421
C -4.490 -1.043 -2.317
C -3.122 -0.768 -2.087
O 1.306 0.387 0.053
N 2.140 2.735 -1.839
C 3.517 2.154 -1.732
C 4.515 3.116 -2.347
C 3.554 0.819 -2.479
C 3.847 1.943 -0.257
C 1.866 4.020 -2.289
C 0.515 4.174 -2.287
H -1.957 3.747 -1.704
H -1.882 2.110 -2.406
H -1.666 2.349 -0.611
H -0.774 0.222 -2.430
H -0.009 -1.630 -0.441
H -2.817 -2.356 0.916
H -5.199 -2.748 0.465
H -6.306 -1.993 -1.628
H -4.943 -0.670 -3.208
H -2.609 -0.182 -2.825
H 4.581 4.056 -1.793
H 5.506 2.658 -2.306
H 4.307 3.331 -3.398
H 2.937 0.060 -1.981
H 3.221 0.937 -3.522
H 4.593 0.463 -2.487
H 3.142 1.239 0.204
H 4.864 1.534 -0.199
H 3.808 2.902 0.281
H 2.626 4.749 -2.582
H -0.096 5.029 -2.558
*
```

**Molar mass**: 409.53 g/mol
**Kohn-Sham gap**: 6.2 eV
**HOMO energy**: -5.62 eV

Atomic partial charges in e from the natural (NBO) method, atoms 1 to 8:
1. C -0.603
2. C -0.031
3. C -0.614
4. C -0.514
5. C 0.749
6. O -0.580
7. N -0.565
8. C 0.725


Which structure is the most stable? The one labeled b.